1.
Here is a molecular structure, C40H49CoN3O2Te at a distorted geometry from the Open Molecules 2025 dataset. Energies are from ωB97M-V/def2-TZVPD.

For the molar mass, the calculation gives 790.4 g/mol. For the orbital gap (spin up / spin down), the calculation gives 8.9 / 7.9 eV. As for the expectation value of S²: 2.016. The total energy is -3518.9319 Eh. As for the spin multiplicity: 3. As for the total charge: +1.

Geometry (Å):
Co: -0.33 1.12 1.80
C: 0.62 2.50 4.65
C: -0.87 2.84 4.63
C: -1.03 4.35 4.48
C: -1.67 2.04 3.61
C: -2.62 2.64 2.77
C: -3.52 1.88 2.04
C: -3.52 0.49 2.10
C: -4.55 -0.31 1.34
C: -2.56 -0.12 2.89
C: -1.64 0.63 3.63
H: 1.10 2.99 5.50
H: 1.11 2.85 3.74
H: 0.81 1.43 4.74
H: -1.28 2.56 5.60
H: -0.72 4.68 3.48
H: -0.40 4.86 5.21
H: -2.06 4.68 4.64
H: -2.69 3.72 2.73
H: -4.27 2.39 1.43
H: -5.55 0.11 1.49
H: -4.56 -1.35 1.65
H: -4.36 -0.27 0.26
H: -2.55 -1.20 3.00
H: -1.01 0.12 4.35
N: 1.55 0.73 2.10
C: 2.70 0.59 2.00
N: 4.00 0.43 1.91
C: 4.59 -0.42 0.86
C: 5.25 0.47 -0.17
O: 6.20 1.34 0.45
C: 5.58 2.20 1.39
C: 4.93 1.41 2.51
H: 3.80 -1.02 0.40
H: 5.33 -1.07 1.32
H: 4.49 1.06 -0.69
H: 5.80 -0.13 -0.89
H: 4.83 2.82 0.89
H: 6.36 2.84 1.79
H: 4.38 2.06 3.18
H: 5.68 0.86 3.07
C: -5.15 -2.73 -5.49
C: -4.32 -2.37 -4.29
C: -3.71 -3.36 -3.52
C: -2.91 -3.05 -2.42
C: -2.34 -4.21 -1.63
C: -2.69 -1.69 -2.13
Te: -1.43 -1.39 -0.46
N: -0.87 0.49 -0.05
C: -0.19 1.04 -1.10
O: -0.02 0.51 -2.20
C: 0.43 2.39 -0.85
C: 1.56 2.73 -1.58
C: 2.21 3.94 -1.34
C: 1.73 4.81 -0.37
C: 0.58 4.49 0.34
C: -0.07 3.29 0.09
C: 0.40 -2.29 -1.04
C: 0.86 -2.47 -2.36
C: 0.10 -2.12 -3.61
C: 2.11 -3.07 -2.53
C: 2.88 -3.52 -1.47
C: 4.21 -4.20 -1.70
C: 2.38 -3.36 -0.18
C: 1.15 -2.77 0.06
C: 0.66 -2.71 1.49
C: -3.35 -0.68 -2.85
C: -3.28 0.78 -2.48
C: -4.14 -1.05 -3.93
H: -5.46 -3.78 -5.46
H: -4.58 -2.59 -6.41
H: -6.04 -2.11 -5.56
H: -3.88 -4.40 -3.76
H: -2.66 -5.15 -2.07
H: -2.68 -4.20 -0.60
H: -1.24 -4.23 -1.63
H: 1.92 2.04 -2.33
H: 3.09 4.20 -1.91
H: 2.23 5.76 -0.19
H: 0.18 5.19 1.06
H: -1.02 3.09 0.58
H: -0.38 -1.15 -3.54
H: -0.67 -2.86 -3.82
H: 0.78 -2.11 -4.46
H: 2.48 -3.20 -3.54
H: 4.55 -4.08 -2.72
H: 4.12 -5.26 -1.49
H: 4.98 -3.80 -1.03
H: 2.95 -3.73 0.66
H: 1.43 -3.11 2.16
H: -0.23 -3.32 1.63
H: 0.44 -1.69 1.81
H: -3.08 0.93 -1.42
H: -4.22 1.27 -2.72
H: -2.48 1.29 -3.04
H: -4.65 -0.27 -4.48


2.
Here is 2 unconnected molecules or ions with the total composition C40H49N2OSi at a distorted geometry from the Open Molecules 2025 dataset. Energies are from ωB97M-V/def2-TZVPD.

For the molar mass, the calculation gives 601.9 g/mol. For the orbital gap, the calculation gives 5.8 eV. The total energy is -2027.6957 Eh. The calculation puts the relative energy (zero: lowest compared OMol25 entry of this formula, charge and spin) at 3.07 kcal per mole. As for the total charge: +1.

Geometry (Å):
C: 4.76 3.35 1.90
Si: 4.21 1.68 2.53
C: 5.74 0.60 2.65
C: 3.52 1.91 4.26
O: 3.09 1.03 1.44
C: 1.70 0.79 1.77
C: 1.62 -0.34 2.82
C: 2.72 -1.15 3.05
C: 2.67 -2.17 3.98
C: 1.51 -2.42 4.67
C: 0.39 -1.66 4.40
C: 0.44 -0.64 3.47
C: 1.08 2.12 2.22
C: 0.50 2.31 3.46
C: -0.07 3.52 3.80
C: -0.06 4.57 2.91
C: 0.54 4.41 1.68
C: 1.11 3.20 1.34
C: 0.96 0.30 0.48
C: 1.59 -0.98 -0.10
C: 0.65 -2.14 0.29
C: -0.70 -1.50 0.65
N: -0.49 -0.03 0.74
C: -1.52 0.87 0.73
C: -2.80 0.53 1.14
C: -3.95 1.23 0.84
C: -5.25 0.83 1.26
C: -6.39 1.25 0.54
C: -7.65 0.83 0.92
C: -7.81 0.02 2.03
C: -6.71 -0.39 2.76
C: -5.45 0.00 2.38
H: 5.45 3.81 2.60
H: 5.26 3.23 0.94
H: 3.90 4.00 1.77
H: 6.48 1.09 3.28
H: 5.52 -0.37 3.10
H: 6.16 0.44 1.67
H: 4.32 2.12 4.96
H: 2.83 2.75 4.27
H: 2.99 1.02 4.59
H: 3.62 -0.98 2.49
H: 3.55 -2.77 4.16
H: 1.46 -3.21 5.40
H: -0.54 -1.86 4.92
H: -0.45 -0.09 3.22
H: 0.52 1.53 4.19
H: -0.53 3.64 4.77
H: -0.51 5.51 3.17
H: 0.56 5.23 0.98
H: 1.61 3.09 0.39
H: 0.99 1.11 -0.25
H: 1.70 -0.90 -1.19
H: 2.60 -1.12 0.30
H: 0.56 -2.89 -0.51
H: 1.06 -2.67 1.16
H: -1.45 -1.68 -0.13
H: -1.11 -1.88 1.58
H: -1.35 1.84 0.30
H: -2.90 -0.40 1.67
H: -3.87 2.06 0.15
H: -6.27 1.86 -0.33
H: -8.51 1.13 0.35
H: -8.80 -0.30 2.33
H: -6.84 -1.01 3.63
H: -4.60 -0.30 2.97
C: 0.02 1.97 -6.53
C: 0.82 1.07 -7.21
C: 1.18 -0.12 -6.60
C: 0.75 -0.42 -5.32
C: 1.08 -1.74 -4.69
C: 0.11 -2.84 -5.14
C: 0.38 -4.20 -4.46
C: -1.01 -4.80 -4.13
C: -2.04 -3.73 -4.52
N: -1.29 -2.49 -4.79
C: -0.05 0.49 -4.65
C: -0.42 1.68 -5.26
H: -0.27 2.89 -7.01
H: 1.15 1.28 -8.21
H: 1.79 -0.83 -7.13
H: 2.11 -2.02 -4.93
H: 1.03 -1.64 -3.60
H: 0.18 -2.96 -6.23
H: 0.98 -4.86 -5.10
H: 0.97 -4.04 -3.55
H: -1.18 -5.74 -4.68
H: -1.09 -5.06 -3.07
H: -2.61 -4.04 -5.41
H: -2.77 -3.54 -3.73
H: -1.72 -1.92 -5.53
H: -0.41 0.26 -3.66
H: -1.05 2.38 -4.73


3.
Here is a molecular structure, C40H50AsCrN4O2SSe2 at a distorted geometry from the Open Molecules 2025 dataset. Energies are from ωB97M-V/def2-TZVPD.

For the molar mass, the calculation gives 935.8 g/mol. For the orbital gap (spin up / spin down), the calculation gives 5.8 / 6.0 eV. As for the expectation value of S²: 4.034. The total energy is -10404.5352 Eh. As for the spin multiplicity: 4. As for the total charge: +2.

Geometry (Å):
Cr: 0.10 -0.22 0.87
Se: -1.28 -3.36 0.84
Se: -0.81 -1.89 2.59
C: -2.55 -1.04 2.40
C: -3.50 -1.08 3.40
C: -4.75 -0.55 3.09
C: -4.96 0.00 1.84
C: -3.91 0.01 0.93
N: -2.72 -0.50 1.21
C: 0.42 -3.16 -0.01
C: 0.99 -4.32 -0.53
C: 2.27 -4.27 -1.04
C: 2.94 -3.06 -0.99
C: 2.29 -1.95 -0.50
N: 1.03 -1.96 0.00
H: -3.29 -1.54 4.35
H: -5.55 -0.58 3.82
H: -5.93 0.40 1.56
H: -4.03 0.43 -0.06
H: 0.42 -5.24 -0.51
H: 2.75 -5.16 -1.42
H: 3.97 -2.97 -1.32
H: 2.81 -1.01 -0.47
C: 2.00 0.62 1.46
C: 2.07 2.10 1.42
C: 2.40 2.77 0.23
C: 2.41 4.15 0.16
C: 2.11 4.91 1.28
C: 1.86 4.27 2.49
C: 1.85 2.89 2.56
H: 2.14 0.24 2.47
H: 2.79 0.22 0.83
H: 2.72 2.18 -0.63
H: 2.67 4.65 -0.77
H: 2.11 5.99 1.23
H: 1.69 4.85 3.38
H: 1.70 2.40 3.51
C: 3.40 0.21 -3.32
As: 1.51 -0.19 -2.90
C: 1.34 -1.76 -4.07
C: 0.65 1.22 -4.04
C: 0.91 1.04 -5.49
C: 2.05 1.58 -6.09
C: 2.32 1.35 -7.43
C: 1.46 0.58 -8.20
C: 0.30 0.07 -7.62
C: 0.04 0.29 -6.28
H: 3.56 0.26 -4.39
H: 4.03 -0.58 -2.91
H: 3.70 1.15 -2.86
H: 1.88 -1.61 -5.01
H: 0.29 -1.93 -4.29
H: 1.74 -2.63 -3.56
H: 1.04 2.17 -3.68
H: -0.42 1.17 -3.82
H: 2.71 2.21 -5.51
H: 3.21 1.77 -7.88
H: 1.67 0.41 -9.24
H: -0.39 -0.50 -8.23
H: -0.87 -0.10 -5.84
C: -1.33 2.03 -0.79
O: -0.10 1.29 -0.67
H: -1.22 2.80 -1.55
H: -1.61 2.48 0.16
H: -2.10 1.33 -1.10
H: 0.61 1.94 -0.56
C: -2.13 -2.91 -2.69
S: -1.93 -1.18 -2.23
C: -3.55 -0.60 -2.81
H: -2.29 -2.99 -3.76
H: -2.97 -3.34 -2.15
H: -1.21 -3.43 -2.42
H: -4.34 -1.03 -2.20
H: -3.68 -0.89 -3.85
H: -3.57 0.49 -2.74
C: -2.27 3.31 6.00
N: -1.64 2.32 5.15
N: -1.69 2.36 3.77
C: -0.86 1.40 3.27
O: -0.74 1.23 2.01
C: -0.29 0.74 4.38
C: -0.79 1.35 5.52
C: -0.51 1.06 6.95
C: -2.53 3.25 3.04
C: -1.95 4.14 2.15
C: -2.77 5.03 1.47
C: -4.14 5.03 1.69
C: -4.71 4.13 2.57
C: -3.90 3.22 3.25
H: -2.61 4.14 5.39
H: -1.55 3.68 6.72
H: -3.13 2.89 6.53
H: 0.46 -0.03 4.35
H: 0.06 0.14 7.03
H: -1.43 0.97 7.52
H: 0.09 1.86 7.39
H: -0.88 4.15 2.02
H: -2.34 5.74 0.77
H: -4.77 5.75 1.18
H: -5.78 4.13 2.75
H: -4.33 2.51 3.94


4.
Here is a molecular structure, C40H51BrCsN9O2S3Sb from the Open Molecules 2025 dataset. Energies are from ωB97M-V/def2-TZVPD.

For the molar mass, the calculation gives 1120.7 g/mol. For the orbital gap (spin up / spin down), the calculation gives 3.3 / 4.1 eV. As for the expectation value of S²: 0.782. The total energy is -6227.1427 Eh. The calculation puts the relative energy (zero: lowest compared OMol25 entry of this formula, charge and spin) at 25.66 kcal per mole. As for the spin multiplicity: 2. As for the total charge: -2.

Geometry (Å):
Cs: -2.54 0.08 0.72
C: -1.34 6.31 0.22
C: -1.34 5.98 -1.13
C: -1.88 4.79 -1.58
C: -2.45 3.84 -0.69
C: -2.45 4.21 0.67
C: -1.91 5.40 1.11
N: -2.89 2.61 -1.08
C: -3.76 2.47 -2.11
C: -4.57 3.51 -2.60
C: -5.54 3.33 -3.58
C: -5.74 2.07 -4.14
C: -4.95 1.02 -3.69
C: -3.97 1.16 -2.70
N: -3.24 0.10 -2.21
N: -3.27 -0.98 -2.99
C: -3.02 -2.18 -2.42
C: -2.55 -3.20 -3.31
C: -2.50 -4.50 -2.87
C: -2.89 -4.81 -1.55
C: -3.26 -3.74 -0.75
N: -3.33 -2.47 -1.12
H: -0.92 7.24 0.57
H: -0.91 6.67 -1.85
H: -1.87 4.55 -2.64
H: -2.90 3.52 1.38
H: -1.94 5.64 2.17
H: -4.45 4.49 -2.15
H: -6.15 4.17 -3.89
H: -6.50 1.91 -4.89
H: -5.09 0.02 -4.09
H: -2.26 -2.92 -4.31
H: -2.16 -5.29 -3.54
H: -2.88 -5.82 -1.17
H: -3.54 -3.94 0.29
S: -5.86 3.70 5.01
Sb: -4.40 2.03 5.01
S: -4.61 0.28 3.63
S: -2.65 2.06 6.39
N: -1.01 -0.52 4.10
C: -1.72 -1.67 4.67
C: -0.90 -2.93 4.46
N: -0.69 -3.32 3.06
H: -0.21 -0.31 4.68
H: -1.61 0.30 4.16
H: -2.67 -1.76 4.14
H: -1.95 -1.55 5.73
H: -1.38 -3.77 4.98
H: 0.09 -2.80 4.92
H: -1.58 -3.44 2.60
H: -0.24 -2.56 2.57
C: 2.14 2.65 -0.73
C: 2.37 3.62 0.45
C: 1.11 3.42 1.33
O: 0.51 2.22 0.88
C: 0.68 2.22 -0.53
H: 2.79 1.78 -0.63
H: 2.31 3.11 -1.70
H: 2.44 4.66 0.12
H: 3.28 3.37 0.99
H: 0.42 4.25 1.19
H: 1.33 3.31 2.39
H: 0.00 2.94 -0.99
H: 0.45 1.23 -0.91
Br: 1.93 -7.40 -2.50
C: 1.17 -5.91 -1.61
C: 0.94 -4.74 -2.30
C: 0.38 -3.68 -1.59
N: 0.09 -3.73 -0.30
C: 0.32 -4.87 0.34
C: 0.86 -6.00 -0.26
H: 1.16 -4.65 -3.36
H: 0.16 -2.74 -2.09
H: 0.08 -4.88 1.40
H: 1.03 -6.91 0.30
O: 2.12 -0.90 1.48
C: 2.56 -0.18 2.34
C: 2.42 -0.47 3.81
C: 3.85 -0.76 4.33
C: 4.82 -1.35 3.28
C: 5.56 -0.32 2.41
C: 4.66 0.41 1.40
N: 3.43 0.87 2.05
H: 1.77 -1.34 3.92
H: 1.98 0.37 4.34
H: 3.78 -1.46 5.17
H: 4.30 0.15 4.73
H: 4.27 -2.05 2.63
H: 5.58 -1.94 3.80
H: 6.37 -0.81 1.87
H: 6.02 0.42 3.07
H: 4.37 -0.25 0.58
H: 5.18 1.27 0.96
H: 3.63 1.43 2.86
C: 4.27 -0.27 -5.04
C: 3.09 -0.35 -4.11
C: 3.25 -0.73 -2.78
C: 2.14 -0.80 -1.96
N: 0.91 -0.51 -2.37
C: 0.75 -0.15 -3.64
C: 1.80 -0.05 -4.54
H: 4.92 -1.14 -4.92
H: 4.86 0.62 -4.84
H: 3.95 -0.23 -6.08
H: 4.23 -0.98 -2.40
H: 2.23 -1.08 -0.91
H: -0.27 0.07 -3.94
H: 1.62 0.24 -5.57